Computed, not measured: a cluster of 3 separate species, C3H13NO2S in total, with ωB97M-V/def2-TZVPD.

Properties
- HOMO: -0.31892 Ha
- Orbital gap: 8.962 eV
- Calculated total energy: -19741.56266 eV
- F_max: 0.072 hartree/bohr
- ΔE to the lowest compared entry with this formula, charge and spin: 84.89 kJ/mol
- SMILES: C[C@H](N)CS.O.O
- Charge: 0

Structure (XYZ):
```
20
Properties=species:S:1:pos:R:3:forces:R:3:nbo_charge:R:1
C -1.910 0.390 1.312 -1.2 1.0 -1.6 -0.628
C -0.915 -0.367 0.435 -0.2 -2.2 3.0 -0.074
N -1.418 -1.742 0.511 -0.8 0.0 -1.6 -0.880
C 0.443 -0.387 1.154 1.4 1.8 -1.4 -0.508
S 1.811 -1.408 0.454 -0.5 0.5 -0.8 -0.103
H -1.962 1.454 1.118 0.6 0.5 -0.1 0.210
H -2.893 0.087 0.871 0.4 -0.2 1.2 0.229
H -1.762 0.313 2.383 -0.3 -0.6 0.1 0.215
H -1.021 -0.011 -0.575 0.7 0.2 -0.5 0.188
H -1.784 -2.021 1.405 0.3 -0.1 0.0 0.367
H -0.878 -2.429 0.008 0.1 -0.1 0.5 0.376
H 0.359 -0.818 2.145 -0.4 0.2 0.2 0.217
H 0.834 0.660 1.196 -0.1 -0.8 0.3 0.223
H 1.950 -0.692 -0.710 0.0 -0.3 0.8 0.151
O 1.789 2.529 -0.811 0.3 0.2 0.3 -0.950
H 2.301 2.223 -1.575 -0.6 -0.1 0.2 0.487
H 0.850 2.508 -1.014 0.2 -0.1 -0.3 0.465
O 1.665 0.146 -2.618 0.0 0.1 -0.2 -0.945
H 1.816 -0.745 -2.953 -0.1 0.0 -0.1 0.483
H 0.723 0.311 -2.735 0.0 -0.1 0.0 0.476
```
Positions in Å, forces in eV/Å.

=====

Computed, not measured: a cluster of 4 separate species, C3H13NO2S2 in total, with ωB97M-V/def2-TZVPD.

Properties
- HOMO: -0.29482 Ha
- Orbital gap: 3.642 eV
- Calculated total energy: -30572.32273 eV
- F_max: 0.039 hartree/bohr
- ΔE to the lowest compared entry with this formula, charge and spin: 530.79 kJ/mol
- Charge: 0

Structure (XYZ):
```
21
Properties=species:S:1:pos:R:3:forces:R:3:nbo_charge:R:1
S -3.317 1.056 0.400 0.2 0.1 -0.1 -0.558
S 1.202 0.617 -0.781 -0.3 -0.3 -1.0 0.093
C -0.100 0.541 0.324 -0.1 0.4 0.3 -0.656
C -0.698 -0.885 0.625 -0.4 -0.7 1.5 -0.246
N -1.598 -1.421 -0.345 0.9 1.5 -0.9 -0.435
C -1.046 -1.352 -1.692 0.5 -1.0 1.1 -0.440
H -4.513 1.655 0.506 0.0 -0.1 0.0 0.130
H 0.304 0.826 1.313 -0.1 -0.2 -0.1 0.316
H -0.881 1.279 0.105 0.1 0.0 0.0 0.270
H -1.291 -0.682 1.520 0.0 -0.3 0.1 0.237
H 0.092 -1.587 0.897 0.2 0.2 -0.3 0.232
H -2.489 -0.934 -0.224 -0.6 -0.2 -0.3 0.405
H -0.841 -0.305 -1.991 -0.1 0.3 -0.1 0.221
H -1.642 -1.885 -2.424 -0.2 0.2 -0.1 0.234
H -0.065 -1.823 -1.622 -0.1 -0.1 -0.3 0.208
H 2.582 2.224 0.084 -0.1 0.6 0.4 0.455
H 3.127 3.599 -0.215 -0.5 -0.1 0.6 0.468
O 2.589 3.129 0.455 0.7 -0.2 -0.9 -0.923
H 2.510 -1.050 0.367 0.1 0.0 0.0 0.477
H 3.469 -1.721 1.398 -0.6 0.3 -0.1 0.475
O 2.606 -1.281 1.301 0.5 -0.4 0.2 -0.964
```
Positions in Å, forces in eV/Å.

=====

Computed, not measured: a cluster of 3 separate species, C3H13NO2S2 in total, with ωB97M-V/def2-TZVPD.

Properties
- HOMO: -0.29519 Ha
- Orbital gap: 8.515 eV
- Calculated total energy: -30575.12002 eV
- F_max: 0.101 hartree/bohr
- ΔE to the lowest compared entry with this formula, charge and spin: 260.89 kJ/mol
- SMILES: CSSCCN.O.O
- Charge: 0

Structure (XYZ):
```
21
Properties=species:S:1:pos:R:3:forces:R:3:nbo_charge:R:1
C -3.073 1.261 1.715 2.8 2.4 3.6 -0.722
S -1.281 0.773 1.741 -1.2 -0.9 -1.0 0.095
S -0.498 1.324 -0.019 1.0 1.6 -1.4 0.058
C -0.857 0.690 -1.715 -1.9 0.5 -1.1 -0.538
C -0.420 -0.625 -2.234 2.1 -2.1 3.8 -0.226
N 1.037 -0.796 -1.978 1.0 -1.4 -1.4 -0.906
H -3.430 1.952 0.945 0.5 0.1 0.5 0.238
H -3.639 0.430 1.835 -1.8 -2.7 -0.4 0.204
H -3.011 1.621 2.870 -0.9 0.2 -2.8 0.214
H -0.435 1.451 -2.391 0.2 0.3 0.8 0.236
H -1.940 0.726 -1.926 0.2 0.2 0.4 0.215
H -0.644 -0.867 -3.238 -0.3 0.4 -1.2 0.201
H -0.975 -1.356 -1.608 0.0 -0.1 -0.4 0.157
H 1.462 -0.403 -1.124 -0.9 -0.7 -0.5 0.400
H 1.474 -1.731 -2.293 -1.2 2.3 1.1 0.372
O 2.149 0.435 1.047 -0.3 -1.0 -2.5 -0.925
H 2.928 0.823 0.683 0.8 0.4 -0.3 0.468
H 2.111 0.696 1.919 -0.2 1.0 2.9 0.460
O 3.075 -2.035 1.549 0.3 0.1 2.0 -0.940
H 2.705 -2.898 1.845 0.5 1.1 0.0 0.470
H 3.262 -1.470 2.376 -0.6 -1.7 -2.0 0.470
```
Positions in Å, forces in eV/Å.

=====

Computed, not measured: a cluster of 3 separate species, C3H13NO3 in total, with ωB97M-V/def2-TZVPD.

Properties
- HOMO: -0.34791 Ha
- Orbital gap: 10.181 eV
- Calculated total energy: -10954.29359 eV
- F_max: 0.033 hartree/bohr
- ΔE to the lowest compared entry with this formula, charge and spin: 46.12 kJ/mol
- SMILES: C[C@H](O)CN.O.O
- Charge: 0

Structure (XYZ):
```
20
Properties=species:S:1:pos:R:3:forces:R:3:nbo_charge:R:1
C 0.297 0.224 2.215 0.4 -0.4 0.2 -0.628
C 0.548 0.028 0.734 -1.6 0.3 -0.4 0.082
O 0.693 1.330 0.152 1.0 -0.2 0.0 -0.743
C -0.706 -0.619 0.089 0.7 0.6 0.8 -0.227
N -0.690 -0.606 -1.356 0.4 -1.2 -0.6 -0.883
H 1.226 0.209 2.787 0.0 0.1 0.0 0.216
H -0.187 1.178 2.407 -0.2 0.0 -0.1 0.220
H -0.326 -0.589 2.588 -0.1 0.0 0.1 0.206
H 1.393 -0.632 0.557 0.4 0.3 -0.2 0.171
H 1.245 1.230 -0.631 0.0 0.1 0.0 0.479
H -0.737 -1.623 0.522 -0.2 -0.2 -0.5 0.189
H -1.562 -0.086 0.484 -0.4 0.2 0.3 0.151
H -0.916 0.291 -1.782 0.1 -0.1 0.8 0.405
H -1.414 -1.237 -1.683 0.2 -0.1 -0.1 0.363
O -1.778 1.929 -1.162 -0.4 0.7 -0.1 -0.948
H -2.099 1.877 -0.253 0.2 0.1 -0.2 0.476
H -1.078 2.594 -1.141 -0.1 -0.2 0.2 0.484
O 2.293 -1.712 -1.763 0.1 0.1 0.0 -0.965
H 1.368 -1.429 -1.695 -0.2 0.0 0.0 0.491
H 2.430 -2.361 -1.069 -0.1 0.0 0.0 0.461
```
Positions in Å, forces in eV/Å.

=====

Computed, not measured: a cluster of 4 separate species, C3H13NO3 in total, with ωB97M-V/def2-TZVPD.

Properties
- HOMO: -0.27905 Ha
- Orbital gap: 8.189 eV
- Calculated total energy: -10953.07344 eV
- F_max: 0.055 hartree/bohr
- ΔE to the lowest compared entry with this formula, charge and spin: 163.85 kJ/mol
- SMILES: C/C=C/N.O.O.O
- Charge: 0

Structure (XYZ):
```
20
Properties=species:S:1:pos:R:3:forces:R:3:nbo_charge:R:1
C -1.746 0.707 1.742 -1.5 -0.9 1.7 -0.638
C -0.811 0.033 0.777 -1.2 0.9 -0.8 -0.291
C -1.113 -0.571 -0.402 -0.7 -0.4 2.7 -0.058
N -0.273 -1.555 -0.911 0.1 1.7 -1.3 -0.852
H -1.902 1.761 1.594 0.3 0.7 0.1 0.207
H -1.465 0.530 2.880 -0.1 0.4 -2.4 0.219
H -2.799 0.301 1.705 1.0 0.1 -0.2 0.205
H 0.205 0.213 1.030 1.0 -0.8 0.3 0.207
H -2.144 -0.497 -0.874 1.3 -0.4 0.8 0.196
H -0.825 -2.254 -1.315 0.1 -1.4 -0.7 0.380
H 0.625 -1.757 -0.491 -0.5 -0.2 0.2 0.418
O 2.194 -1.992 0.826 0.0 2.3 -1.3 -0.948
H 2.913 -2.454 1.203 1.1 -1.1 0.8 0.473
H 2.655 -1.180 0.467 -1.0 -1.0 0.5 0.483
O -0.515 1.580 -2.296 0.4 -0.9 -0.9 -0.954
H -0.744 2.134 -1.562 -0.3 0.3 0.7 0.475
H -0.733 0.665 -2.033 0.2 0.8 -0.1 0.484
O 2.085 1.466 -0.413 -2.4 -1.0 0.6 -0.964
H 1.481 1.215 -1.145 0.5 0.4 0.4 0.495
H 2.909 1.657 -0.781 1.9 0.5 -1.1 0.466
```
Positions in Å, forces in eV/Å.

=====

Computed, not measured: a cluster of 4 separate species, C3H13NO3 in total, with ωB97M-V/def2-TZVPD.

Properties
- HOMO: -0.37084 Ha
- Orbital gap: 10.902 eV
- Calculated total energy: -10953.87732 eV
- F_max: 0.032 hartree/bohr
- ΔE to the lowest compared entry with this formula, charge and spin: 86.29 kJ/mol
- SMILES: C=NCC.O.O.O
- Charge: 0

Structure (XYZ):
```
20
Properties=species:S:1:pos:R:3:forces:R:3:nbo_charge:R:1
C 0.043 -1.852 0.476 0.0 -1.3 -0.7 0.018
N -0.082 -0.738 1.015 0.2 0.3 0.1 -0.453
C -1.341 -0.130 1.272 -1.2 0.9 0.7 -0.253
C -1.387 1.304 0.778 -0.2 1.0 -0.8 -0.611
H -0.732 -2.551 0.158 -0.5 0.4 0.2 0.163
H 1.024 -2.228 0.221 0.5 0.1 0.2 0.165
H -2.243 -0.643 0.938 0.2 -0.5 -0.6 0.183
H -1.514 -0.063 2.340 0.4 -0.2 0.5 0.203
H -1.658 1.390 -0.284 0.2 -0.3 0.1 0.203
H -2.140 1.909 1.295 0.0 -0.3 0.1 0.214
H -0.449 1.859 0.890 0.0 -0.4 0.2 0.220
O -0.451 -1.201 -2.337 -0.1 -0.4 -0.1 -0.956
H -0.692 -0.295 -2.542 0.1 0.1 0.1 0.473
H 0.508 -1.157 -2.238 -0.1 0.3 0.0 0.487
O 2.205 0.651 0.941 0.1 0.1 0.1 -1.007
H 1.353 0.162 1.053 0.0 0.1 0.1 0.488
H 2.853 0.064 1.341 0.2 0.2 -0.1 0.468
O 1.557 0.799 -1.887 -0.1 0.4 -0.1 -0.978
H 1.623 1.140 -0.979 0.3 -0.3 0.0 0.504
H 1.522 1.579 -2.452 0.1 -0.1 0.1 0.468
```
Positions in Å, forces in eV/Å.

=====

- What is the HOMO in the fourth record?
  -0.34791 Ha

=====

- What is the F_max in the second record?
  0.039 hartree/bohr

=====

- Which value of HOMO does entry 2 give?
  -0.29482 Ha